DFT (wB97M-V/def2-TZVPD) results for a structure of composition C71H66F6N2O6ReS4Sb2SeSi.

Structure (ORCA input):
```
! wB97M-V def2-TZVPD RIJCOSX def2/J DEFGRID3
* xyz 2 4
Re 1.6802 2.2037 -0.7941
C 5.3962 -5.6373 -0.2710
C 4.1600 -4.7788 -0.3717
C 3.3363 -4.8440 -1.5022
C 2.2175 -4.0396 -1.6229
C 1.9022 -3.1652 -0.5889
C 2.6827 -3.1005 0.5509
C 3.8103 -3.9079 0.6534
S 0.6094 -1.9492 -0.8521
O 0.8581 -1.4335 -2.2446
C -0.7704 -3.1364 -0.8744
C -0.7788 -3.8614 0.3477
C -1.3822 -5.0680 0.4489
C -1.7826 -5.7184 -0.7441
C -2.0794 -7.1071 -0.7338
C -2.2132 -7.8011 -1.8974
C -2.0043 -7.1336 -3.1242
C -1.7839 -5.7879 -3.1588
C -1.7443 -5.0077 -1.9678
C -1.4945 -3.5643 -1.9812
C -1.9288 -2.6993 -3.1346
C -2.8446 -3.1807 -4.1707
C -3.8663 -4.1427 -3.9178
C -4.6804 -4.5986 -4.9136
C -4.5409 -4.1224 -6.2366
C -3.6505 -3.1265 -6.4942
C -2.8275 -2.6002 -5.4639
C -2.0592 -1.4311 -5.6848
C -1.5546 -0.7791 -4.6044
C -1.5526 -1.3916 -3.3319
S -1.2959 -0.2163 -1.9952
O -0.3888 0.8729 -2.5328
C -2.9543 0.4649 -2.0640
C -3.1278 1.7713 -2.4897
C -4.4195 2.2842 -2.5910
C -5.5328 1.5092 -2.2706
C -6.9327 2.0510 -2.4429
C -5.3253 0.1996 -1.8256
C -4.0472 -0.3257 -1.7190
H 5.8315 -5.8168 -1.2537
H 5.1528 -6.6114 0.1614
H 6.1500 -5.1740 0.3648
H 3.5856 -5.5342 -2.3022
H 1.6033 -4.0683 -2.5168
H 2.4155 -2.4240 1.3595
H 4.4336 -3.8514 1.5395
H -0.2741 -3.4242 1.2095
H -1.4371 -5.5930 1.3974
H -2.1354 -7.6155 0.2236
H -2.4155 -8.8659 -1.8828
H -2.0058 -7.6951 -4.0511
H -1.5777 -5.3181 -4.1108
H -4.0239 -4.5007 -2.9096
H -5.4477 -5.3288 -4.6826
H -5.1723 -4.5130 -7.0258
H -3.5857 -2.6859 -7.4833
H -1.9883 -1.0108 -6.6823
H -1.1311 0.2170 -4.6939
H -2.2567 2.3642 -2.7514
H -4.5634 3.2970 -2.9567
H -6.9655 3.1331 -2.3045
H -7.6310 1.5863 -1.7433
H -7.2978 1.8390 -3.4504
H -6.1838 -0.4252 -1.5972
H -3.8982 -1.3533 -1.3951
C 3.8105 0.8853 2.6490
C 2.7994 0.1952 3.5880
C 1.5180 -0.3277 2.8989
Sb -0.2463 0.7342 3.5787
C -0.1693 0.1709 5.6364
C -1.2527 0.5982 6.4123
C -1.3357 0.2689 7.7599
C -0.3226 -0.4769 8.3526
C 0.7599 -0.9005 7.5942
C 0.8367 -0.5796 6.2418
C -1.7723 -0.7380 3.1316
C -2.5847 -0.6144 1.9921
C -3.6595 -1.4716 1.7798
C -3.9417 -2.4726 2.6994
C -3.1276 -2.6310 3.8114
C -2.0510 -1.7721 4.0261
Sb 3.0400 2.4911 1.4443
C 4.8725 3.3845 0.9066
C 4.9815 4.7730 0.8466
C 6.1493 5.3551 0.3666
C 7.2010 4.5542 -0.0577
C 7.0957 3.1691 0.0042
C 5.9319 2.5827 0.4835
C 2.3459 3.8079 2.9266
C 1.0161 4.1899 3.0495
C 0.6533 5.0984 4.0339
C 1.6127 5.6304 4.8850
C 2.9420 5.2512 4.7601
C 3.3124 4.3410 3.7778
H 4.2993 0.1618 1.9948
H 4.5956 1.3735 3.2330
H 2.5545 0.9043 4.3843
H 3.3174 -0.6378 4.0646
H 1.3556 -1.3926 3.0542
H 1.5464 -0.1419 1.8249
H -2.0497 1.1850 5.9585
H -2.1841 0.5974 8.3499
H -0.3786 -0.7279 9.4056
H 1.5490 -1.4830 8.0558
H 1.6851 -0.9330 5.6660
H -2.3636 0.1466 1.2515
H -4.2764 -1.3631 0.8917
H -4.7870 -3.1340 2.5436
H -3.3331 -3.4213 4.5254
H -1.4376 -1.9042 4.9100
H 4.1642 5.4064 1.1748
H 6.2336 6.4336 0.3193
H 8.1090 5.0095 -0.4345
H 7.9184 2.5466 -0.3255
H 5.8558 1.5008 0.5209
H 0.2752 3.7976 2.3712
H -0.3842 5.3994 4.1339
H 1.3255 6.3492 5.6431
H 3.6933 5.6654 5.4215
H 4.3534 4.0510 3.6836
C 4.2118 -1.3631 -2.7988
C 4.2947 -1.1391 -1.4312
C 3.4026 -0.2777 -0.8441
N 2.4499 0.3817 -1.5381
C 2.3397 0.1122 -2.8585
C 3.2020 -0.7434 -3.5090
H 4.9216 -2.0160 -3.2941
H 5.0381 -1.6333 -0.8201
H 3.4160 -0.1074 0.2194
H 1.5317 0.5952 -3.3815
H 3.0678 -0.9113 -4.5693
C -3.5521 4.0890 0.2288
Si -4.2986 2.9369 1.3980
C -3.3078 2.4958 2.8361
C -5.9544 2.2893 1.1459
Se -0.2586 1.8507 0.4132
H -4.2067 4.3432 -0.6036
H -2.6362 3.6147 -0.1553
H -3.2457 5.0051 0.7536
H -3.2481 3.3092 3.5705
H -2.3031 2.3045 2.4483
H -3.6673 1.5968 3.3374
H -6.5750 2.4768 2.0298
H -5.9046 1.2016 1.0027
H -6.4234 2.7373 0.2705
F 3.7936 2.5110 -4.6445
C 3.5681 3.7516 -4.2490
F 2.7518 4.3646 -5.0768
F 4.6971 4.4063 -4.1063
S 2.7556 3.6550 -2.5975
O 1.3788 3.0931 -2.8108
O 3.6374 2.8006 -1.7792
N 2.7592 5.1715 -2.2332
S 1.6980 5.6145 -1.1346
O 1.9195 6.9164 -0.6218
O 1.5342 4.4941 -0.1521
C 0.0164 5.6946 -1.9861
F 0.1755 5.7458 -3.2950
F -0.5852 6.7843 -1.5510
F -0.7176 4.6341 -1.6647
*
```

⟨S²⟩ ... 3.78
ΔE to the lowest compared entry with this formula, charge and spin ... 9.1 kcal per mole


DFT (wB97M-V/def2-TZVPD) results for a structure of composition C71H71CoN12O4S.

Structure (ORCA input):
```
! wB97M-V def2-TZVPD RIJCOSX def2/J DEFGRID3
* xyz -1 2
Co 0.4362 0.6167 -0.1142
C -1.7609 2.1974 -8.7657
C -2.0483 2.5368 -7.2833
C -3.3803 1.9421 -6.8215
C -2.1512 4.0630 -7.1540
C -0.8626 2.1165 -6.3925
O 0.0209 2.9195 -6.1551
N -0.8157 0.9027 -5.7475
C -1.3173 -0.3808 -6.0229
C -1.5884 -0.8164 -7.3157
C -2.0768 -2.0917 -7.5406
C -2.2770 -2.9614 -6.4813
C -1.9740 -2.5446 -5.1967
C -1.4900 -1.2661 -4.9452
C -1.2119 -0.8638 -3.5382
C -1.9905 0.0272 -2.8861
C -2.9434 1.0973 -3.1609
C -2.9515 2.1477 -2.2936
C -1.9636 2.2931 -1.2076
N -1.6047 0.0603 -1.5346
C -1.8653 3.2012 -0.2165
C -0.8321 3.1282 0.8132
C -0.7817 4.0208 1.9052
C 0.2016 3.5713 2.7587
C 0.7645 2.4230 2.1571
C 1.7909 1.6220 2.7102
C 2.3003 0.4750 2.1051
N 1.8151 -0.1152 0.9755
C 2.6624 -1.1255 0.6269
C 2.6152 -1.9244 -0.5113
C 1.7026 -1.8843 -1.5810
C 1.7989 -2.7446 -2.7118
C 0.7322 -2.4406 -3.5080
C -0.0144 -1.4180 -2.8581
N 0.6069 -1.0700 -1.6768
C 3.7088 -2.9377 -0.6152
C 4.8364 -2.6332 -1.3626
C 5.8988 -3.5179 -1.4609
C 5.8250 -4.7192 -0.7790
C 4.7087 -5.0389 -0.0197
C 3.6249 -4.1674 0.0597
N 2.4558 -4.3678 0.8163
C 1.7334 -5.3980 1.3830
O 0.6938 -5.0959 1.9380
C 2.1971 -6.8551 1.3483
C 3.4339 -7.0088 2.2563
C 1.0814 -7.7242 1.9376
C 2.4130 -7.3216 -0.0985
C 3.7069 -1.2111 1.6248
C 3.4827 -0.2338 2.5319
C 2.3701 2.0485 4.0108
C 3.0442 3.2616 4.1028
C 3.6022 3.6907 5.2948
C 3.4772 2.8984 6.4252
C 2.8029 1.6899 6.3688
C 2.2489 1.2571 5.1666
N 1.5337 0.0512 5.0737
C 1.7043 -1.0748 5.8269
O 2.3975 -1.1117 6.8281
C 0.9903 -2.3376 5.3213
C 0.1851 -2.9085 6.4917
C 0.0741 -2.1010 4.1262
C 2.0900 -3.3315 4.9223
N 0.1474 2.1846 0.9600
C -2.8406 4.3288 -0.1880
C -2.7952 5.2489 -1.2270
C -3.7061 6.2891 -1.3089
C -4.6783 6.4087 -0.3304
C -4.7412 5.5136 0.7261
C -3.8197 4.4714 0.8099
N -3.7833 3.5745 1.8867
C -4.5573 3.5538 3.0088
O -5.5566 4.2354 3.1515
C -4.0191 2.6850 4.1568
C -3.0067 1.6299 3.7143
C -3.3375 3.6665 5.1219
C -5.2039 2.0152 4.8513
H -2.3773 1.3712 -9.1178
H -0.7145 1.9430 -8.9353
H -1.9871 3.0605 -9.3921
H -4.1767 2.3142 -7.4686
H -3.6054 2.2597 -5.8033
H -3.4031 0.8557 -6.8565
H -2.9984 4.4090 -7.7480
H -1.2445 4.5481 -7.5073
H -2.3056 4.3596 -6.1173
H -0.1376 0.9255 -4.9881
H -1.3913 -0.1651 -8.1495
H -2.2873 -2.4078 -8.5536
H -2.6561 -3.9591 -6.6540
H -2.1102 -3.2125 -4.3563
H -3.5934 1.0907 -4.0244
H -3.6687 2.9471 -2.4213
H -1.4120 4.8844 2.0317
H 0.4909 3.9913 3.7049
H 2.5646 -3.4802 -2.8840
H 0.4824 -2.8823 -4.4573
H 4.8650 -1.6772 -1.8706
H 6.7690 -3.2672 -2.0508
H 6.6444 -5.4241 -0.8223
H 4.7054 -5.9776 0.5036
H 1.9028 -3.5170 0.9009
H 3.1101 -7.1499 3.2870
H 4.0891 -6.1409 2.2517
H 4.0175 -7.8834 1.9643
H 0.8444 -7.4238 2.9558
H 1.4103 -8.7648 1.9422
H 0.1692 -7.6473 1.3486
H 3.0842 -6.6960 -0.6779
H 1.4546 -7.3394 -0.6177
H 2.8119 -8.3376 -0.0953
H 4.5191 -1.9193 1.6106
H 4.0741 0.0136 3.3967
H 3.1378 3.8627 3.2074
H 4.1315 4.6328 5.3372
H 3.9025 3.2218 7.3665
H 2.7038 1.0688 7.2431
H 0.9996 -0.0566 4.2233
H -0.6127 -2.2255 6.7870
H 0.8288 -3.0762 7.3535
H -0.2692 -3.8538 6.1937
H -0.6975 -1.3577 4.3335
H -0.4212 -3.0327 3.8538
H 0.6244 -1.7853 3.2385
H 2.8038 -3.4596 5.7357
H 2.6235 -2.9850 4.0358
H 1.6374 -4.2961 4.6885
H -2.0275 5.1277 -1.9811
H -3.6545 6.9942 -2.1272
H -5.4023 7.2112 -0.3799
H -5.4945 5.6087 1.4892
H -3.0102 2.9262 1.8687
H -2.0547 2.0641 3.4044
H -3.3858 1.0053 2.9060
H -2.7864 0.9695 4.5548
H -2.5121 4.1835 4.6307
H -2.9323 3.1194 5.9741
H -4.0485 4.4074 5.4859
H -5.6439 1.2483 4.2130
H -5.9738 2.7456 5.0903
H -4.8652 1.5383 5.7720
N -3.5940 -0.9280 1.2128
C -2.4964 -0.5208 0.4641
S -0.9835 -0.4875 1.2987
N -2.7265 -0.1966 -0.7573
N -0.9140 1.3219 -1.3248
C -0.1167 1.8061 -2.4647
C 1.2293 1.9635 -2.3089
C 2.0838 2.5944 -3.2814
C 3.4006 2.7581 -3.0093
C 3.9416 2.3139 -1.7752
C 3.0926 1.6945 -0.9018
N 1.7919 1.4972 -1.1567
H -3.3551 -1.5269 1.9877
H -4.3464 -1.2747 0.6338
H -0.6467 2.2171 -3.3052
H 1.6476 2.9257 -4.2107
H 4.0424 3.2397 -3.7369
H 4.9816 2.4450 -1.5223
H 3.4582 1.3272 0.0482
*
```

⟨S²⟩ ... 0.86
Electronic energy ... -5487.30060 Ha